No. 1
51
Properties=species:S:1:pos:R:3:forces:R:3 method="wB97M-V/def2-TZVPD" max_force_ha_per_bohr=0.042 orbital_gap_ev=10.076 smiles="NCCCNC(=O)O.O.O.O.O.O.O.O.O.O.O.O" de_lowest_kcal_mol=53.28
N -0.837290 0.507044 0.197483 0.0 0.0 0.7
C -0.354295 0.358392 1.605582 -0.4 -0.6 -1.1
C 0.219035 -1.042634 1.922079 -0.7 0.9 0.3
C 1.422483 -1.518196 1.089310 1.1 1.1 0.3
N 2.144378 -0.462244 0.297123 -1.4 -0.3 1.4
C 2.635250 0.607779 0.987277 1.9 -0.1 -1.0
O 2.847088 1.733635 0.566449 -0.8 -0.1 -0.2
O 3.220547 0.310761 2.173576 -0.4 -0.1 0.2
H -1.581024 -0.169610 0.126403 -0.4 0.3 -0.3
H -0.173230 0.154492 -0.474047 0.3 0.1 0.1
H -1.258225 0.490251 2.203374 0.2 0.1 0.2
H 0.318776 1.164103 1.861282 0.2 0.0 -0.1
H 0.394313 -0.986092 3.001262 0.5 -0.3 -0.2
H -0.599708 -1.745749 1.800829 0.1 -0.2 0.0
H 1.190802 -2.303254 0.393751 0.1 -0.1 0.0
H 2.175903 -1.895067 1.788015 -0.2 -0.7 -0.2
H 1.882251 -0.424321 -0.692014 0.6 0.5 0.5
H 3.109580 -0.622587 2.388587 0.0 0.0 0.1
O -1.255483 -2.347514 -0.297148 -0.2 -0.5 -0.3
H -0.843072 -1.862273 -1.043036 -0.2 0.1 -0.3
H -1.676019 -3.106094 -0.723542 -0.2 0.2 -0.1
O 1.211246 1.484549 -3.200747 -0.6 -1.6 -0.9
H 1.791798 2.077884 -3.674540 -0.1 0.7 0.6
H 0.751374 1.810809 -2.385121 1.0 1.1 -0.2
O -3.770603 1.492759 2.562141 0.3 0.3 -0.7
H -4.095719 1.414066 1.655545 -0.6 -0.5 0.1
H -3.070083 2.117487 2.323763 0.2 0.2 0.6
O -2.580208 3.016142 0.376207 0.3 -0.2 -0.2
H -2.359028 2.123864 0.061343 0.0 -0.1 0.1
H -1.820823 3.514822 0.052855 -0.1 0.3 0.1
O -0.461210 -0.836313 -2.414510 0.2 -0.1 -0.2
H 0.425637 -0.461205 -2.469222 0.1 -0.2 0.1
H -0.689610 -0.865007 -3.368327 -0.2 0.0 0.2
O -0.816512 0.151477 -4.899989 1.1 0.2 -0.1
H -1.562368 0.662630 -4.643681 -1.7 0.4 0.1
H -0.147984 0.789650 -4.586011 0.6 -0.5 -0.1
O 2.565805 -0.771373 -2.421934 -0.1 0.1 -0.2
H 3.492292 -0.622597 -2.208159 0.0 -0.1 0.0
H 2.249217 0.070835 -2.802493 0.2 0.1 -0.1
O 0.751225 2.664498 -0.959404 -0.4 0.0 0.4
H 1.492008 2.435315 -0.361235 0.4 0.0 -0.2
H -0.000353 2.279452 -0.485957 -0.3 -0.1 0.0
O -3.768452 -0.883822 0.423407 -0.1 0.3 -0.4
H -2.931037 -1.349990 0.528448 -0.2 -0.4 0.2
H -4.389101 -1.195974 1.084510 0.2 -0.1 0.2
O 0.492948 -4.360003 0.443342 -0.2 -0.1 -0.1
H -0.076591 -3.624969 0.140730 0.2 -0.4 0.3
H -0.116655 -5.020432 0.785434 0.1 0.0 0.0
O 1.273591 1.365186 3.861022 0.1 0.0 0.3
H 0.964702 2.265751 3.759083 -0.2 0.3 0.1
H 2.212429 1.413668 3.650911 0.1 -0.1 -0.1


No. 2
49
Properties=species:S:1:pos:R:3:forces:R:3 method="wB97M-V/def2-TZVPD" max_force_ha_per_bohr=0.047 charge=+1 orbital_gap_ev=8.737 de_lowest_kcal_mol=65.77
C -0.482093 1.975347 -3.251244 1.8 -0.2 -0.8
C -0.676395 2.377287 -1.807119 -0.6 -0.8 0.8
C -0.845108 1.129392 -0.927782 -0.6 2.0 -1.2
C -2.047797 0.760484 -0.502356 -0.1 -1.3 0.8
N -2.456557 -0.447334 0.042951 0.2 1.2 -0.8
N 0.400302 0.427188 -0.734490 0.1 -0.9 0.6
N 0.922578 1.495476 -3.411330 0.1 0.2 -0.1
H -0.716236 2.817664 -3.919840 0.0 -0.2 0.1
H -0.985545 1.075859 -3.600440 -1.0 0.4 0.6
H -1.564309 3.025567 -1.792988 0.3 -0.2 0.6
H 0.201042 2.902399 -1.409093 -0.1 0.4 -0.5
H -2.845986 1.492977 -0.532164 0.0 0.0 -0.6
H -1.795511 -1.043271 0.505857 -0.3 -0.1 0.2
H -3.441369 -0.479453 0.259422 0.4 -0.6 0.5
H 1.011125 0.981233 -0.121786 0.2 0.0 0.0
H 0.954401 0.286881 -1.595332 -0.5 0.2 -0.3
H 0.268396 -0.479496 -0.272885 0.0 0.3 0.0
H 0.959818 0.932380 -4.253182 0.3 0.0 0.0
H 1.565999 2.270134 -3.538813 -0.1 0.0 0.0
H 4.125092 1.565193 3.345176 -0.1 0.2 0.1
H 4.333215 0.063127 3.395481 -0.6 0.5 0.1
O 3.627872 0.742821 3.386573 0.7 -0.6 -0.3
H -0.185097 -2.492577 1.587597 0.2 -0.4 0.1
H 1.087310 -2.322258 0.672749 0.1 -0.3 0.3
O 0.274442 -1.900930 0.988352 0.0 0.4 -0.3
H 3.162453 1.577810 -1.159352 0.1 0.0 0.7
H 3.429772 1.537332 0.415250 0.0 0.0 -0.4
O 2.766168 1.671270 -0.275837 0.0 0.1 -0.2
H -0.434988 2.392959 3.005871 -0.2 0.0 0.0
H -1.063132 2.276651 1.596432 -0.1 0.2 -0.1
O -0.589458 1.788962 2.271000 0.4 -0.2 -0.1
H 3.681243 -3.337488 -1.033161 0.2 -0.7 -0.4
H 2.238050 -2.966014 -1.625214 0.0 -0.4 -0.4
O 2.943203 -2.744858 -1.018231 -0.4 1.2 1.0
H -4.333159 -1.406985 2.622250 -0.1 0.2 -0.1
H -4.449068 0.041628 2.101354 0.0 0.2 0.4
O -4.587261 -0.874432 1.858459 -0.2 -0.4 -0.1
H 0.470436 -1.770578 3.506466 1.1 0.6 0.2
H 1.116173 -2.423981 4.872159 0.8 0.7 -0.2
O 0.419381 -2.387583 4.228816 -1.8 -1.1 -0.1
H -0.122332 -2.238623 -1.074779 0.7 0.0 -0.3
H -0.330011 -2.785292 -2.399089 0.3 0.2 -0.5
O 0.356668 -2.294866 -1.930409 -1.0 -0.5 1.2
H -1.603068 0.163042 5.442995 -0.3 0.0 0.4
H -0.523213 0.327794 4.441039 0.2 0.0 -0.3
O -1.255423 0.809185 4.828466 0.0 -0.1 0.0
H -1.454569 -0.972520 -4.666063 -0.3 0.6 -0.2
H -0.791093 -2.233511 -4.394372 0.5 0.0 0.1
O -0.736365 -1.305987 -4.127362 -0.4 -0.4 -0.5


No. 3
52
Properties=species:S:1:pos:R:3:forces:R:3 method="wB97M-V/def2-TZVPD" max_force_ha_per_bohr=0.057 charge=-1 orbital_gap_ev=9.005 de_lowest_kcal_mol=80.59
C 1.974295 0.326688 2.561768 -0.5 0.6 -1.1
C 2.570469 0.941923 1.224600 -1.5 -1.0 0.2
C 2.402678 2.473629 1.312571 1.9 -0.6 -1.5
O 2.462275 3.054662 -0.000093 -1.7 -1.5 -0.5
N 0.596138 -0.196749 2.387379 1.2 1.1 0.2
C -0.458069 0.764406 2.174841 0.2 -1.6 1.0
O -0.341096 1.872851 2.685899 0.1 0.3 -0.1
O -1.514869 0.265762 1.647517 0.3 -0.8 -0.6
H 2.614827 -0.516465 2.818967 -0.1 0.2 0.7
H 1.859823 1.153691 3.288050 0.6 -0.8 0.1
H 3.536754 0.492319 0.925801 0.0 0.8 0.5
H 1.884491 0.505999 0.428576 0.5 0.9 0.5
H 3.238037 2.986248 1.793569 -0.3 -0.4 0.7
H 1.448702 2.623879 1.758697 -0.6 0.6 0.6
H 0.663702 -1.010817 1.808163 -0.8 -0.3 -0.4
H 3.958746 -1.545457 -1.425115 0.6 -0.8 -0.7
H -1.362748 -2.485041 -3.065072 0.5 0.2 0.4
H -1.907482 -0.416142 -1.675723 0.1 -0.4 -0.3
O -1.286377 -1.162778 -1.742446 -0.1 0.2 0.5
H -1.624748 3.352815 -3.150771 0.0 0.1 -0.4
H -0.916445 3.022451 -1.903724 0.3 -0.2 0.2
O -0.779340 3.514775 -2.724613 -0.3 0.1 0.1
H 1.251712 -1.251872 -2.872921 0.4 0.1 -0.3
H 1.056025 -1.325845 -1.437987 0.2 0.2 0.3
O 1.776871 -1.165431 -2.066104 -0.6 -0.3 0.1
H -3.560865 -0.391329 0.451634 1.5 -0.3 -0.6
H -4.571354 -1.012939 -0.194619 -0.2 -0.9 -1.1
O -3.607246 -1.013018 -0.319782 -1.5 1.3 1.9
H -1.484380 0.919071 -0.295597 -0.4 0.5 1.7
H -2.260373 2.434092 -0.305531 0.0 -0.8 1.4
O -1.774435 1.724919 -0.718765 0.4 0.6 -2.8
H -2.810872 1.074160 2.246476 -0.5 1.0 -0.2
H -2.828627 2.026182 3.360183 -0.1 0.6 0.1
O -3.361384 1.851108 2.578861 0.2 -1.1 0.0
H 0.052222 0.851750 -3.874164 0.7 0.1 0.4
H 1.784199 2.462707 -0.429556 1.0 1.4 -0.2
O 0.654059 1.244599 -4.512888 -0.5 0.1 -1.2
H -2.232482 -2.870591 -4.157200 0.1 -0.4 -0.4
H 1.575205 1.266165 -4.253178 -0.2 -0.3 0.7
O -1.392779 -3.150540 -3.771723 -0.5 0.3 0.1
H -1.173133 0.310972 4.834962 0.1 0.1 -0.2
H -0.039690 -0.709201 4.700238 -0.1 0.2 -0.3
O -0.769101 -0.443634 5.269885 -0.1 -0.2 0.5
H 4.468357 -0.269627 -1.350419 1.0 0.3 -0.4
H -1.327088 -2.963571 0.563691 -0.2 -0.1 0.5
O 4.818248 -1.128879 -1.654184 -1.7 0.5 1.0
H -1.145213 -1.464946 1.158667 -0.6 0.0 0.2
H -1.308098 -1.555171 -0.820109 0.3 0.2 -0.8
O -0.762158 -2.193647 0.627678 0.6 0.1 -0.3
H 0.777588 -4.247942 -1.397226 -0.4 0.3 -0.4
H -0.811978 -4.415395 -1.493602 0.5 0.3 -0.6
O -0.012992 -4.610795 -0.995561 -0.2 -0.6 0.9


No. 4
53
Properties=species:S:1:pos:R:3:forces:R:3 method="wB97M-V/def2-TZVPD" max_force_ha_per_bohr=0.168 charge=+1 orbital_gap_ev=9.610 de_lowest_kcal_mol=118.52
N 0.603757 -1.683400 -0.183228 -4.1 2.9 -1.8
C 1.031262 -0.248402 0.083358 -0.5 1.9 -3.8
C 0.628247 0.073998 1.517814 -0.9 -0.4 0.5
N 0.910176 1.128059 2.294914 1.6 1.4 -1.6
C 1.744882 2.258449 1.781188 0.5 -0.5 4.1
C 3.205109 1.900925 1.339468 -3.6 0.9 0.5
O 3.709843 0.847902 1.437846 1.2 -1.7 0.3
O -0.120776 -0.754343 2.009011 -0.7 -1.2 0.6
H 1.196219 -2.240732 0.315412 1.9 -2.7 1.1
H -0.474520 -1.915354 0.028749 1.9 1.2 0.9
H 0.444869 -1.869078 -1.191309 1.7 -0.3 -0.1
H 2.034943 0.057448 -0.357596 -0.5 -1.3 1.4
H 0.522435 0.376083 -0.810892 0.0 -1.0 2.6
H 0.409807 1.097021 3.189307 0.5 0.3 -0.4
H 1.863224 3.047567 2.667280 -0.3 -1.5 -2.0
H 1.238830 2.696559 0.972957 -0.5 0.9 -1.0
H 3.496430 2.770830 0.830838 1.9 1.2 -0.7
H -0.660699 0.611097 -2.890870 0.9 1.3 -0.7
H -1.375057 -0.367204 -2.349312 -1.0 -2.2 0.8
O -1.438632 0.568815 -2.347420 -0.2 0.6 0.1
H -1.208349 3.760567 -2.376440 0.4 0.1 -0.1
H -0.867369 3.246431 -1.062986 -1.1 -1.0 2.0
O -0.442918 3.576765 -1.812836 0.9 0.7 -2.0
H 3.297742 -2.334524 1.857047 2.1 4.3 1.0
H 2.005129 -3.101627 2.130708 0.2 0.2 0.4
O 2.879684 -3.109574 1.732857 -2.5 -4.4 -1.3
H 0.439009 -3.260992 -3.387592 2.0 -2.9 -3.2
H -0.869893 -2.894994 -2.740484 -2.5 -0.3 -0.3
O 0.046874 -2.755290 -2.769576 0.8 3.2 3.3
H -1.163019 -4.773660 -0.602126 0.5 0.1 -0.1
H -1.579952 -4.533980 0.800707 0.8 0.3 -0.1
O -0.855781 -4.294648 0.182190 -1.2 -0.4 0.2
H -1.416953 0.041971 3.917876 -0.1 0.9 1.8
H -2.056615 1.291145 3.650521 0.1 0.2 1.6
O -1.688139 0.853985 4.471532 0.2 -1.2 -3.7
H -2.581238 -0.546982 0.547107 0.8 -2.6 -1.5
H -2.379454 -2.068446 0.994757 0.0 -0.7 0.8
O -2.257607 -1.541747 0.218952 -0.6 2.4 0.4
H -2.921204 0.957050 -0.702353 -0.1 0.3 -1.1
H -4.240588 0.710742 0.253771 2.1 0.2 -0.8
O -3.236215 0.764821 0.171223 -2.3 -0.1 2.1
H 1.020491 0.710746 -3.830969 -1.4 5.7 -2.8
H 1.110964 -0.918214 -4.273246 -0.1 3.0 1.0
O 1.218417 -0.117480 -3.654598 1.6 -8.3 1.9
H 2.583452 2.737997 -2.102455 -0.6 -0.2 3.3
H 1.565669 3.086317 -0.980244 -1.8 1.1 -0.2
O 2.384015 2.651479 -1.076607 2.2 -0.8 -3.6
H -3.311684 3.238857 0.616478 1.3 0.0 -2.0
H -1.896320 3.734626 0.780829 -2.0 -1.0 -3.4
O -2.541456 3.398503 -0.036104 0.7 1.3 5.6
H -3.021306 -1.856237 -3.139148 0.4 -1.2 1.5
H -2.865286 -2.735807 -1.794432 -2.8 -1.0 4.1
O -2.481590 -2.436395 -2.535800 2.0 2.4 -5.6